C41H45FN2O12S | ωB97M-V/def2-TZVPD

Each line ends with the Löwdin charge.
Cartesian coordinates (Å):
C1 5.4539 1.1817 2.2912  -0.0971
C2 5.3970 1.4536 0.7757  -0.2504
C3 4.5052 0.4684 0.0253  -0.2107
C4 4.1658 0.9423 -1.4088  -0.1986
C5 2.6636 1.1051 -1.6548  -0.1971
C6 1.9521 -0.2399 -1.9582  -0.1811
C7 1.1575 -0.8258 -0.7689  -0.1895
C8 -0.3555 -0.9205 -1.0311  -0.1737
C9 -1.2432 -0.7031 0.2017  -0.1930
N1 -1.8369 0.6566 0.2341  -0.1812
C10 -3.2691 0.7140 0.6720  -0.2253
N2 -4.1251 1.4159 -0.2576  -0.0740
C11 -4.3951 2.8320 0.0289  -0.1054
S1 -0.8009 1.7612 0.8991  0.6017
O1 0.1167 1.1562 1.8004  -0.2454
O2 -0.3194 2.6369 -0.1099  -0.2353
F1 -1.7813 2.5946 1.7828  -0.1435
H1 4.5572 0.6711 2.6362  0.0706
H2 5.5387 2.1312 2.8207  0.0588
H3 6.3291 0.5916 2.5540  0.0376
H4 5.0535 2.4788 0.6194  0.1016
H5 6.4036 1.3902 0.3598  0.1077
H6 5.0652 -0.4608 -0.0607  0.0816
H7 3.6032 0.2481 0.5967  0.1008
H8 4.5586 0.2219 -2.1271  0.1014
H9 4.6778 1.8897 -1.5874  0.1004
H10 2.5090 1.7813 -2.4948  0.1033
H11 2.1969 1.5297 -0.7661  0.0938
H12 1.2749 -0.0568 -2.7940  0.0967
H13 2.6824 -0.9656 -2.3155  0.1020
H14 1.3648 -0.2668 0.1407  0.0772
H15 1.5374 -1.8355 -0.6039  0.1083
H16 -0.6802 -0.2502 -1.8249  0.1113
H17 -0.5704 -1.9312 -1.3793  0.0922
H18 -2.0771 -1.3976 0.1398  0.0930
H19 -0.6954 -0.9424 1.1119  0.1164
H20 -3.6142 -0.3167 0.7348  0.1111
H21 -3.3824 1.1440 1.6617  0.1128
H22 -3.7228 1.3253 -1.1783  0.1000
H23 -3.9122 3.4866 -0.6967  0.0858
H24 -5.4651 3.0230 -0.0633  0.0449
H25 -4.1099 3.1045 1.0409  0.0678
C12 -5.0916 -2.9916 -1.4283  0.0319
C13 -6.1271 -3.6212 -0.8786  0.0285
C14 -5.9561 -4.9105 -0.1619  -0.3849
O3 -6.8981 -5.4841 0.3377  0.1127
C15 -4.5821 -5.4711 -0.0771  0.0249
C16 -3.5463 -4.8428 -0.6258  0.0246
C17 -3.7231 -3.5571 -1.3443  -0.3647
O4 -2.7757 -2.9809 -1.8411  0.0777
H26 -5.1883 -2.0470 -1.9499  0.1062
H27 -7.1353 -3.2295 -0.9235  0.1238
H28 -4.4806 -6.4101 0.4519  0.1232
H29 -2.5369 -5.2314 -0.5781  0.1227
C18 8.1744 4.4962 4.3341  0.0233
C19 8.2456 3.6203 3.3358  0.0157
C20 8.8395 2.2746 3.5339  -0.3902
O5 8.9009 1.4780 2.6225  0.0925
C21 9.3490 1.9409 4.8876  0.0204
C22 9.2783 2.8163 5.8861  0.0221
C23 8.6846 4.1639 5.6885  -0.3858
O6 8.6192 4.9602 6.5986  0.1093
H30 7.7456 5.4828 4.2139  0.1229
H31 7.8784 3.8382 2.3408  0.1237
H32 9.7769 0.9537 5.0079  0.1198
H33 9.6437 2.5964 6.8810  0.1221
C24 -8.4396 2.3825 -0.5690  0.0165
C25 -9.6117 2.5113 0.0464  0.0209
C26 -10.6368 3.4685 -0.4421  -0.3876
O7 -11.7039 3.5874 0.1185  0.1074
C27 -10.3044 4.2755 -1.6442  0.0201
C28 -9.1325 4.1470 -2.2599  0.0204
C29 -8.1084 3.1898 -1.7708  -0.3886
O8 -7.0394 3.0666 -2.3266  0.1028
H34 -7.6747 1.6921 -0.2338  0.1183
H35 -9.8763 1.9340 0.9231  0.1217
H36 -11.0670 4.9658 -1.9814  0.1217
H37 -8.8678 4.7249 -3.1362  0.1214
C30 5.3423 -4.6250 3.7205  0.0199
C31 5.0544 -4.0916 2.5368  0.0226
C32 5.8170 -2.9318 2.0103  -0.3711
O9 5.5551 -2.4408 0.9340  0.1007
C33 6.9144 -2.3908 2.8523  0.0227
C34 7.2013 -2.9249 4.0361  0.0229
C35 6.4388 -4.0839 4.5641  -0.3874
O10 6.7008 -4.5725 5.6414  0.1054
H38 4.8008 -5.4700 4.1262  0.1210
H39 4.2603 -4.4686 1.9049  0.1209
H40 7.4586 -1.5469 2.4464  0.1156
H41 7.9960 -2.5482 4.6671  0.1204
C36 -2.5115 -2.3198 -5.8735  0.0284
C37 -2.8679 -1.7343 -4.7325  0.0217
C38 -4.0994 -0.9101 -4.6503  -0.3760
O11 -4.4325 -0.3724 -3.6137  0.0872
C39 -4.9178 -0.7651 -5.8802  0.0221
C40 -4.5608 -1.3530 -7.0183  0.0217
C41 -3.3287 -2.1789 -7.1045  -0.3868
O12 -3.0057 -2.7149 -8.1418  0.1080
H42 -1.6169 -2.9232 -5.9613  0.1236
H43 -2.2886 -1.8257 -3.8256  0.0977
H44 -5.8102 -0.1583 -5.7922  0.1219
H45 -5.1403 -1.2617 -7.9282  0.1218

Calculated values
HOMO: -9.12 eV
HOMO-LUMO gap: 0.2673 hartree